42
Properties=species:S:1:pos:R:3:mulliken_charge:R:1 method="wB97M-V/def2-TZVPD" spin_multiplicity=1 gap_ev=4.90 de_lowest_kj_mol=55.3 e_lumo_ha=-0.3145 total_charge=+2 max_force_ev_per_a=2.5 energy_ha=-2532.2722
I 6.0440 -2.3216 0.0278 -0.006
I 4.6918 -4.5297 0.8798 0.009
Bi 0.1328 0.0601 -0.0370 1.029
P 0.1354 0.8294 2.4079 0.381
C 1.6419 0.2411 3.2299 -1.119
C 0.1287 2.6392 2.3850 -0.967
H 0.1045 2.9478 3.4426 0.501
H -1.2692 0.6944 4.2753 0.415
H -0.7739 3.0029 1.8662 0.209
H -2.2397 0.5691 2.7296 0.354
H 2.5334 0.6180 2.6835 0.377
H 1.0341 3.0137 1.8713 0.317
C -1.3365 0.2367 3.2714 -1.094
H 1.5820 0.6710 4.2514 0.400
H -1.2995 -0.8671 3.3334 0.381
H 1.6336 -0.8699 3.2539 0.389
P -0.4260 -0.6708 -2.4282 0.316
C 0.9113 -1.7190 -3.0667 -1.093
C -2.0032 -1.5494 -2.4767 -1.068
H -1.3313 1.4988 -2.9853 0.281
H -0.8179 0.5021 -4.4269 0.486
H 0.4176 1.3772 -3.4207 0.265
C -0.5504 0.8442 -3.4133 -0.931
H -2.7919 -0.9115 -2.0396 0.358
H -2.1767 -1.7354 -3.5525 0.412
H 0.6120 -1.9355 -4.1131 0.405
H 0.9715 -2.6481 -2.4593 0.384
H -1.9093 -2.4991 -1.9172 0.382
H 1.8714 -1.1602 -3.0274 0.362
Cl -2.3150 0.9636 -0.0802 -0.381
N 3.7396 4.2515 -3.8640 -0.347
C 2.8752 4.0037 -3.1175 -0.275
C 1.7401 3.8261 -2.2224 0.491
C 0.8578 4.9070 -2.0430 -0.229
C -0.2643 4.7050 -1.2198 -1.100
C -0.4193 3.4486 -0.6413 -0.269
N 0.4453 2.4301 -0.7850 0.343
C 1.5247 2.6191 -1.5911 -0.530
H 1.0303 5.8451 -2.5283 0.581
H -1.0168 5.4630 -1.0023 0.463
H -1.3002 3.2355 -0.0144 0.522
H 2.1795 1.7443 -1.7349 0.596